The following is a DFT calculation (ωB97M-V/def2-TZVPD) of the molecule C6H10O.

Element x y z (Å)
1 C -1.8975 0.3143 1.0019
2 C -0.6930 1.1760 0.8791
3 C 0.6013 0.4416 1.0852
4 C 1.0525 -0.0507 -0.3043
5 O 2.4330 -0.1075 -0.5087
6 C 0.1961 -1.0354 -1.0448
7 C 0.2330 0.4160 -1.4631
8 H -2.5558 0.8273 1.7170
9 H -1.7761 -0.7398 1.3027
10 H -2.4656 0.3622 0.0602
11 H -0.5814 1.0919 -1.2068
12 H 0.5327 -0.4131 1.7803
13 H 1.3753 1.1345 1.4330
14 H 2.7684 -0.9056 -0.0784
15 H 0.7260 -1.7193 -1.7017
16 H -0.6796 -1.4620 -0.5614
17 H 0.7306 0.6698 -2.3902

Forces on atoms 1 to 6 (eV/Å):
C 0.1 0.0 0.0
C 0.0 -0.3 0.2
C 0.0 0.1 0.0
C -0.3 0.1 0.0
O 0.1 -0.1 0.1
C 0.0 -0.2 0.0

Results
Relative energy (zero: lowest compared OMol25 entry of this formula, charge and spin) in eV: 4.423
Frontier orbital gap in eV: 8.28
E_LUMO in eV: 0.12
Net charge: 0
Max |F| in Eh/bohr: 0.0070

Atomic partial charges in e from the natural (NBO) method, atoms 1 to 8: C -0.815; C 0.207; C -0.597; C 0.261; O -0.691; C -0.457; C -0.430; H 0.272

=====

The following is a DFT calculation (ωB97M-V/def2-TZVPD) of the molecule C6H10O at a distorted geometry.

Element x y z (Å)
1 C -1.8296 -0.7134 0.0715
2 C -0.5295 -0.8559 -0.1722
3 C 0.0024 -1.2155 -1.5315
4 C 0.5368 -0.4705 0.8458
5 C 1.1117 0.9293 0.7245
6 C 0.2082 2.0734 0.3639
7 O 0.3723 2.9387 -0.4552
8 H -2.5147 -0.9762 -0.7299
9 H -2.3457 -0.3566 0.9479
10 H -0.7124 -1.2131 -2.3504
11 H 0.4984 -2.1881 -1.5244
12 H 0.7356 -0.4457 -1.7929
13 H 0.0769 -0.6925 1.8165
14 H 1.3789 -1.1649 0.7929
15 H 2.0393 0.8751 0.1416
16 H 1.5236 1.1920 1.7098
17 H -0.5522 2.2839 1.1421

Forces on atoms 1 to 6 (eV/Å):
C -0.3 -0.4 -0.9
C 0.1 0.8 0.0
C 0.2 0.2 -0.1
C -1.1 -1.1 0.4
C 1.3 -0.1 0.0
C 0.1 1.0 1.2

Results
Relative energy (zero: lowest compared OMol25 entry of this formula, charge and spin) in eV: 0.898
Frontier orbital gap in eV: 10.47
E_LUMO in eV: 0.88
Net charge: 0
Structure (SMILES): C=C(C)CCC=O
Max |F| in Eh/bohr: 0.0313

Atomic partial charges in e from the natural (NBO) method, atoms 1 to 8: C -0.411; C 0.031; C -0.648; C -0.436; C -0.519; C 0.448; O -0.509; H 0.192

=====

Copy entry 1 word for word.
The following is a DFT calculation (ωB97M-V/def2-TZVPD) of the molecule C6H10O.

Element x y z (Å)
1 C -1.8975 0.3143 1.0019
2 C -0.6930 1.1760 0.8791
3 C 0.6013 0.4416 1.0852
4 C 1.0525 -0.0507 -0.3043
5 O 2.4330 -0.1075 -0.5087
6 C 0.1961 -1.0354 -1.0448
7 C 0.2330 0.4160 -1.4631
8 H -2.5558 0.8273 1.7170
9 H -1.7761 -0.7398 1.3027
10 H -2.4656 0.3622 0.0602
11 H -0.5814 1.0919 -1.2068
12 H 0.5327 -0.4131 1.7803
13 H 1.3753 1.1345 1.4330
14 H 2.7684 -0.9056 -0.0784
15 H 0.7260 -1.7193 -1.7017
16 H -0.6796 -1.4620 -0.5614
17 H 0.7306 0.6698 -2.3902

Forces on atoms 1 to 6 (eV/Å):
C 0.1 0.0 0.0
C 0.0 -0.3 0.2
C 0.0 0.1 0.0
C -0.3 0.1 0.0
O 0.1 -0.1 0.1
C 0.0 -0.2 0.0

Results
Relative energy (zero: lowest compared OMol25 entry of this formula, charge and spin) in eV: 4.423
Frontier orbital gap in eV: 8.28
E_LUMO in eV: 0.12
Net charge: 0
Max |F| in Eh/bohr: 0.0070

Atomic partial charges in e from the natural (NBO) method, atoms 1 to 8: C -0.815; C 0.207; C -0.597; C 0.261; O -0.691; C -0.457; C -0.430; H 0.272

=====

Q: Which value of relative energy (zero: lowest compared OMol25 entry of this formula, charge and spin) does entry 2 give?
A: 0.898 eV

=====

Q: The lowest max |F| belongs to which entry?
A: number 1